1.
C27H44BIrN2P2S5 as an isolated structure in a non-equilibrium geometry, computed with wB97M-V/def2-TZVPD.

```
! RIJCOSX wB97M-V def2-TZVPD def2/J DEFGRID3
* xyz 1 2
Ir 0.7422 0.2384 -0.2680
S 3.6981 5.4347 -4.2485
S 3.0183 0.6812 -1.1212
S 1.3773 3.7132 -3.6676
S -0.0415 1.7084 -2.0256
S 4.0345 2.9012 -2.7929
P 0.4253 -1.8538 -1.5247
P 0.0768 1.6382 1.6527
N -2.1552 0.7558 0.5743
N -2.0115 -1.1027 -0.7484
C 0.6368 4.1901 2.9372
C 2.6942 1.9827 -2.1352
C 0.9932 -3.2049 -0.3645
C 1.3931 0.5887 3.8694
C 0.4202 -3.4465 -3.8742
C 0.9562 3.3139 1.7222
C -1.7267 1.9537 1.2621
C 2.5122 -2.1432 -3.4011
C 2.4666 3.0528 1.6939
C -0.7978 1.7067 4.3897
C 1.4373 2.3840 -2.5347
C -1.4348 -2.0865 -1.6283
C 2.5306 -3.2352 -0.3638
C 0.4226 -4.5964 -0.6318
C 0.5526 4.0956 0.4679
C -3.4474 0.2494 0.3959
C -4.6700 0.6792 0.8792
C -5.7153 -1.1902 -0.2533
C 3.0480 4.2040 -3.4245
C -4.4920 -1.6202 -0.7580
C -5.8027 -0.0582 0.5490
C -3.3591 -0.9041 -0.4193
C -0.7906 -0.4649 3.2345
C 0.4617 -0.9534 -4.1151
C -0.0308 0.8599 3.3696
C 0.9821 -2.1407 -3.2997
C 0.5259 -2.7207 1.0073
B -1.2503 -0.0898 -0.1197
H 0.9144 -0.0256 -3.7698
H -2.3247 2.1378 2.1541
H -1.8503 1.8081 4.1259
H -0.5569 -2.5949 1.0446
H -0.2786 -1.1635 2.5865
H 0.9528 -5.3138 -0.0003
H -0.6224 -0.8377 -4.0739
H 1.3594 -0.0844 4.7286
H 2.9642 -1.3560 -2.7977
H -1.7688 -1.9324 -2.6570
H 2.9873 4.0090 1.6035
H -6.7679 0.2526 0.9253
H 1.0920 5.1695 2.7691
H 2.8007 -1.9686 -4.4402
H 2.9199 -3.8620 -1.1632
H -4.7527 1.5690 1.4915
H -6.6113 -1.7475 -0.4911
H 0.5440 -4.9148 -1.6625
H 2.0133 0.1227 3.0986
H 2.8186 2.5703 2.6050
H 1.0120 -1.7549 1.2418
H 0.5170 3.4634 -0.4124
H -1.8006 -0.3159 2.8507
H 1.0743 3.7975 3.8535
H 1.8825 1.5078 4.1915
H -0.7557 1.1888 5.3512
H 2.7617 2.4312 0.8495
H -4.4344 -2.4874 -1.4048
H 0.5543 -3.4363 -4.9583
H -1.7163 -3.0998 -1.3326
H -1.7985 2.8281 0.6109
H -0.8785 -0.9194 4.2243
H -0.4228 4.5693 0.5897
H 2.9409 -3.0971 -3.1011
H 0.8174 -3.4373 1.7790
H -0.4352 4.3421 3.0694
H -0.6453 -3.5786 -3.6800
H -0.3797 2.6941 4.5369
H 1.2818 4.8895 0.2906
H 2.8874 -3.6469 0.5830
H -0.6341 -4.6569 -0.3702
H 2.9545 -2.2333 -0.4704
H 0.7481 -1.0923 -5.1596
H 0.9562 -4.3140 -3.4945
*
```

- frontier orbital gap (alpha / beta) (eV) = 5.593 / 5.559
- electronic energy (eV) = -107961.0510
- energy relative to the best compared isomer or geometry (same formula, charge and spin) (kcal per mole) = 20.9

Here are the Löwdin charges for atoms 1 to 8, given in e: 0.64 0.66 0.62 0.93 0.75 0.92 1.06 1.07


2.
C5H8BF4INO4S as an isolated structure in a non-equilibrium geometry, computed with wB97M-V/def2-TZVPD.

```
! RIJCOSX wB97M-V def2-TZVPD def2/J DEFGRID3
* xyz -1 1
I 2.6259 -1.8984 1.7889
S 3.3308 -0.0728 -2.2694
F -4.3822 -0.3554 1.8254
F -3.6172 -0.5125 4.0043
F -4.4951 1.4804 3.2301
F -2.4482 0.7400 2.4514
O 3.7567 -0.9868 -0.9568
O 2.3686 -0.7257 -3.1833
O 4.5319 0.5464 -2.8622
O 2.3992 1.1000 -1.5221
N -0.4460 -1.4932 -0.2387
C 1.9829 0.4489 -0.2902
C -0.5310 -0.2286 -0.3601
C 2.4978 -1.0114 -0.1925
C 0.5265 0.7797 0.1327
C -1.8387 0.3585 -1.0266
B -3.7385 0.3376 2.8817
H 0.4148 0.9263 1.2255
H 2.5803 0.9647 0.5040
H -2.5989 0.3651 -0.2090
H -2.1565 -0.2305 -1.9041
H -1.6821 1.4223 -1.3142
H 1.9189 -1.7830 -0.7362
H -1.2776 -1.9273 -0.6404
H 0.2776 1.7557 -0.3382
*
```

- frontier orbital gap (eV) = 9.195
- electronic energy (eV) = -45483.8255

Here are the natural (NBO) charges for atoms 1 to 8, given in e: 0.18 2.43 -0.59 -0.58 -0.58 -0.59 -0.67 -0.88


Q: Number 2 is which compound?
A: C5H8BF4INO4S